C38H40AsIrN7S2 | ωB97M-V/def2-TZVPD

Results
- LUMO energy (spin up / spin down) (eV) = -5.5133 / -5.4996
- strongest force on any atom (eV/Å) = 0.29
- charge = +2
- ⟨S²⟩ = 0.755
- energy above the lowest of the compared OMol25 structures with the same formula, charge and spin (kcal per mole) = 5.25
- HOMO energy (spin up / spin down) (eV) = -11.50 / -12.01
- 2S+1 = 2
- gap between HOMO and LUMO (spin up / spin down) (eV) = 5.99 / 6.52

Last column: Löwdin spin population.
Atoms and positions in Å:
Ir 0.0863 0.2391 -0.7212  0.7480
C 1.7036 3.2238 -1.6986  0.0000
C 2.4682 1.9594 -1.9236  -0.0013
C 3.7864 2.0377 -2.3748  0.0000
C 4.5039 0.8926 -2.6381  -0.0023
C 3.8629 -0.3299 -2.5034  0.0000
C 2.5556 -0.3576 -2.0616  -0.0001
N 1.8757 0.7719 -1.7155  0.0016
C 1.7548 -1.6003 -2.0990  -0.0006
C 2.2036 -2.8214 -2.5729  0.0005
C 1.2921 -3.8502 -2.7373  -0.0031
C -0.0505 -3.6083 -2.5077  0.0005
C -0.4418 -2.3624 -2.0356  -0.0003
N 0.4646 -1.4218 -1.7639  0.0038
C -1.8829 -2.0107 -1.9703  0.0018
C -2.6776 -2.4400 -3.0142  -0.0003
C -4.0439 -2.2167 -2.9914  0.0005
C -4.5690 -1.5100 -1.9349  -0.0004
C -3.7546 -1.0159 -0.9242  0.0004
C -4.3250 -0.1341 0.1233  0.0001
N -2.4167 -1.3013 -0.9299  0.0005
H 2.2039 4.0471 -2.2036  0.0000
H 1.6412 3.4670 -0.6379  -0.0001
H 0.6949 3.1296 -2.0972  0.0000
H 4.2274 3.0138 -2.5187  0.0001
H 5.5285 0.9447 -2.9802  -0.0001
H 4.3726 -1.2431 -2.7706  0.0001
H 3.2418 -2.9739 -2.8257  0.0001
H 1.6210 -4.8219 -3.0785  -0.0002
H -0.7901 -4.3792 -2.6687  0.0001
H -2.2148 -2.9716 -3.8328  0.0000
H -4.6766 -2.5764 -3.7909  0.0001
H -5.6250 -1.2851 -1.8847  0.0000
H -4.4608 -0.6643 1.0667  0.0000
H -5.2882 0.2439 -0.2126  0.0000
H -3.6425 0.6896 0.3157  0.0000
N -1.4156 4.0500 0.2656  -0.0006
C -0.4390 4.0889 1.2444  -0.0001
C -0.0864 5.0674 2.1691  -0.0001
C 0.9764 4.7747 2.9961  0.0001
C 1.6571 3.5473 2.9110  -0.0001
C 1.2964 2.5825 1.9957  -0.0002
C 0.2290 2.8692 1.1480  -0.0004
N -0.3525 2.1108 0.1355  0.0015
C -1.3094 2.8626 -0.3737  0.0011
C -2.0694 2.4993 -1.5620  0.0026
C -3.0804 3.1900 -2.1614  0.0016
S -3.5552 2.3944 -3.5902  0.0063
C -2.3783 1.1915 -3.3014  0.0042
N -1.6837 1.3563 -2.2156  0.0746
H -2.0578 4.7896 0.0370  0.0000
H -0.6143 6.0087 2.2371  0.0000
H 1.2913 5.5022 3.7313  0.0000
H 2.4751 3.3591 3.5938  0.0000
H 1.7718 1.6146 1.9453  -0.0005
H -3.5553 4.1076 -1.8545  0.0003
H -2.2445 0.3574 -3.9750  0.0002
C 3.6753 -1.2473 3.6450  0.0151
As 3.4068 -0.9980 1.7582  0.0320
C 4.4247 -2.3753 0.8784  0.0019
C 4.2996 0.6475 1.2978  0.0002
S 1.3519 -1.0811 1.2626  0.1059
H 4.7339 -1.1722 3.8893  0.0021
H 3.2950 -2.2294 3.9191  0.0005
H 3.1091 -0.4853 4.1771  0.0002
H 5.4208 -2.4395 1.3141  0.0002
H 4.5016 -2.1343 -0.1807  0.0001
H 3.8996 -3.3203 1.0016  0.0003
H 5.3682 0.5302 1.4762  -0.0001
H 3.9177 1.4616 1.9087  0.0000
H 4.1231 0.8686 0.2447  -0.0001
C -1.6198 0.8509 2.5685  -0.0002
C -2.1181 -0.5556 2.5210  0.0006
C -2.6835 -1.0709 3.6810  -0.0001
C -3.1136 -2.3810 3.7608  0.0004
C -2.8908 -3.2117 2.6824  -0.0001
C -2.2967 -2.7453 1.5137  0.0005
C -1.9275 -3.7819 0.4914  0.0001
C -1.9857 -1.3744 1.3815  -0.0003
N -1.5787 -0.8385 0.0946  0.0012
H -1.7892 1.2792 3.5553  0.0000
H -2.0932 1.5014 1.8321  0.0001
H -0.5527 0.8534 2.3838  -0.0004
H -2.7864 -0.4162 4.5376  0.0000
H -3.5690 -2.7594 4.6656  0.0000
H -3.1412 -4.2631 2.7512  0.0000
H -1.9158 -4.7637 0.9616  0.0000
H -0.9249 -3.5928 0.1127  0.0001
H -2.6245 -3.8438 -0.3488  0.0000

Atoms 1-2, force components in eV/Å:
-0.13 0.16 -0.09
0.03 0.03 -0.06

C38H40BrN5O3SSbV | ωB97M-V/def2-TZVPD

Results
- LUMO energy (spin up / spin down) (eV) = -2.4050 / -3.2019
- strongest force on any atom (eV/Å) = 2.35
- charge = +1
- ⟨S²⟩ = 3.777
- energy above the lowest of the compared OMol25 structures with the same formula, charge and spin (kcal per mole) = 14.99
- HOMO energy (spin up / spin down) (eV) = -9.14 / -10.50
- 2S+1 = 4
- gap between HOMO and LUMO (spin up / spin down) (eV) = 6.74 / 7.30

Last column: Löwdin spin population.
Atoms and positions in Å:
V -0.0323 -1.1964 1.7188  2.1207
C -1.3645 2.6684 2.5551  0.0383
C -1.2427 1.2199 2.2015  0.2441
N -0.0960 0.6449 1.8784  0.0762
N 1.0531 1.3671 1.9527  0.0072
C 2.2579 0.7831 1.7826  0.0117
N 3.3600 1.5284 1.9817  0.0079
S 2.3834 -0.8244 1.3422  0.0042
C -2.3402 0.3059 2.1505  0.0700
C -3.6925 0.6259 2.3294  0.0481
C -4.6351 -0.3785 2.3109  0.0451
C -4.2176 -1.6892 2.0849  0.0634
C -2.8690 -1.9345 1.8825  0.0405
N -1.9520 -0.9782 1.9190  0.0822
H -0.9524 3.2942 1.7583  0.0097
H -0.8516 2.8937 3.4914  0.0115
H -2.4042 2.9455 2.6833  -0.0003
H 1.0054 2.2903 2.3828  -0.0003
H 3.3227 2.5363 1.9688  0.0002
H 4.2399 1.0982 1.7468  0.0003
H -3.9946 1.6463 2.4980  0.0014
H -5.6756 -0.1496 2.4846  0.0011
H -4.9280 -2.4984 2.0856  0.0029
H -2.5053 -2.9427 1.7055  0.0013
Br -1.5190 -2.8918 5.5552  0.0009
C 0.2911 -3.4449 5.7448  0.0007
C 0.7191 -4.0894 6.8898  0.0001
C 2.0466 -4.4779 6.9799  0.0000
C 2.9311 -4.2201 5.9442  0.0001
C 2.4916 -3.5810 4.7972  0.0009
C 1.1649 -3.1912 4.6977  0.0023
C 0.6314 -2.4690 3.5099  0.0282
O 0.3986 -3.0543 2.4338  0.0163
O 0.3953 -1.2400 3.6195  0.0032
H 0.0270 -4.2773 7.6945  0.0000
H 2.3907 -4.9802 7.8697  0.0000
H 3.9670 -4.5112 6.0279  0.0000
H 3.1656 -3.3619 3.9808  0.0002
C 0.1591 -4.2397 -0.4974  0.0018
C 0.5279 -2.7965 -0.6696  0.0100
N 1.5465 -2.5217 -1.4865  0.0043
O -0.0733 -1.8793 -0.1026  0.0359
H -0.1525 -4.6792 -1.4430  0.0002
H -0.6510 -4.3226 0.2245  0.0000
H 1.0193 -4.7962 -0.1307  0.0003
H 2.0312 -3.2270 -2.0148  0.0003
H 1.8523 -1.5597 -1.5587  -0.0002
C -3.2537 2.4521 -2.4347  0.0001
C -2.1502 3.1041 -3.2076  0.0000
C -2.4623 3.9210 -4.2864  0.0000
C -1.4749 4.5313 -5.0369  0.0000
C -0.1457 4.3381 -4.7055  0.0000
C 0.1764 3.5250 -3.6312  0.0001
C -0.8122 2.8954 -2.8931  0.0008
Sb -0.3534 1.5104 -1.2951  0.0035
C -1.0218 -0.2286 -2.4149  0.0000
C -1.9735 -0.9685 -1.7212  0.0006
C -2.5138 -2.1261 -2.2482  0.0001
C -2.0769 -2.5743 -3.4843  0.0001
C -1.1822 -1.8082 -4.2075  0.0000
C -0.6695 -0.6137 -3.7050  0.0001
C 0.1587 0.2377 -4.6182  0.0000
C 1.8269 1.6405 -1.5116  0.0004
C 2.5774 0.6572 -2.1404  0.0000
C 3.9627 0.6962 -2.1498  0.0000
C 4.6192 1.7384 -1.5214  -0.0002
C 3.8814 2.7475 -0.9263  0.0000
C 2.4918 2.7146 -0.9135  0.0001
C 1.7399 3.8507 -0.2858  0.0001
H -4.2100 2.8939 -2.6972  0.0000
H -3.1050 2.5649 -1.3596  0.0001
H -3.2952 1.3859 -2.6576  0.0000
H -3.5002 4.0757 -4.5377  0.0000
H -1.7419 5.1494 -5.8822  0.0000
H 0.6379 4.8114 -5.2813  0.0000
H 1.2175 3.3778 -3.3705  0.0000
H -2.3040 -0.6159 -0.7499  0.0003
H -3.2663 -2.6689 -1.6948  0.0002
H -2.4593 -3.4970 -3.8966  0.0000
H -0.8866 -2.1198 -5.2004  0.0000
H 0.8310 -0.3643 -5.2259  0.0000
H 0.7234 0.9947 -4.0830  0.0000
H -0.5136 0.7600 -5.3008  0.0000
H 2.0690 -0.1403 -2.6688  0.0000
H 4.5254 -0.0799 -2.6493  0.0000
H 5.6982 1.7712 -1.4962  0.0000
H 4.3968 3.5799 -0.4631  0.0000
H 2.4045 4.5080 0.2707  0.0000
H 0.9564 3.4814 0.3750  0.0002
H 1.2488 4.4470 -1.0537  0.0000

Atoms 1-2, force components in eV/Å:
1.65 -1.21 -1.14
0.04 -0.28 -0.16

Which of these has the lowest energy above the lowest of the compared OMol25 structures with the same formula, charge and spin? C38H40AsIrN7S2

The lowest charge belongs to which entry? C38H40BrN5O3SSbV

Among the records above, which one has the highest strongest force on any atom? C38H40BrN5O3SSbV

What is the formula in the second record? C38H40BrN5O3SSbV